1.
ORCA calculation (ωB97M-V/def2-TZVPD) on a molecular structure, C43H51BFN9Se2Tc.

Computed properties:
Orbital gap (alpha / beta) = 6.7 / 5.1 eV
E = -195104.9660 eV
2S+1 = 4
Molar mass = 979.7 g/mol
Net charge = +2
Expectation value of S² = 3.795
Highest occupied orbital energy (alpha / beta) = -12.780 / -12.775 eV
E_LUMO (alpha / beta) = -6.077 / -7.721 eV

Each line ends with the Löwdin charge.
Atoms and positions in Å:
B: 1.97911 -0.92386 2.88146  -0.514
C: 3.17919 0.90193 -1.06489  -0.376
C: 2.91181 1.60074 4.49520  0.011
H: 3.49367 -0.10526 -2.97751  0.073
H: 3.70590 3.40455 -1.87107  0.123
H: 3.16671 -3.26436 -2.23275  0.105
N: 1.96088 -1.58844 0.44767  -0.057
H: -2.75702 2.17819 -4.72050  0.093
N: -0.26561 -1.66266 2.04969  -0.058
C: 2.21365 1.88792 -1.68850  -0.136
N: 0.93905 0.90818 1.51658  -0.048
H: -1.75395 1.22753 -2.63679  0.091
H: 0.26502 -2.98979 6.12778  0.094
C: -0.55371 -1.80610 -2.37252  -0.205
C: -5.20981 -1.09782 -1.33664  -0.650
C: -1.07086 -2.84656 3.75479  0.045
C: -2.81682 1.36990 1.74529  -0.645
C: 0.08484 -0.59034 -2.64847  -0.250
C: 0.75426 2.24463 1.58559  -0.309
H: -0.86144 -3.18274 -5.40343  0.127
H: 4.77747 2.19963 -0.34295  0.085
H: -5.69883 -4.65533 -2.53891  0.114
N: -4.20200 -1.95039 -1.21611  -0.010
C: 2.36278 -2.66628 -1.81117  0.007
C: -5.58844 -3.63535 -2.19904  -0.044
C: -2.59321 2.57874 4.15102  -0.035
C: -6.62894 -2.72684 -2.32189  -0.039
H: 3.39847 2.07761 0.75765  0.068
H: 3.04142 2.60456 4.88965  0.095
H: 4.75058 1.06227 -2.55945  0.093
C: 2.05570 1.63837 3.28033  -0.249
H: -2.07337 3.44995 -1.31571  0.064
C: 0.55127 3.67272 -3.02765  -0.021
C: 1.46038 2.73717 2.67283  0.037
H: 1.52541 3.76730 2.97922  0.133
H: 2.67501 -1.04665 3.82892  0.123
C: 0.05240 -1.28358 -4.97067  -0.031
H: -7.23664 -0.69463 -1.93630  0.112
H: -3.59025 -3.89391 -1.45759  0.105
C: -0.60219 -2.46611 -4.63733  -0.010
C: -3.58065 3.00843 3.27639  -0.035
H: -0.74544 3.69232 1.23720  0.104
H: -3.38300 -2.38782 2.04440  0.098
H: 1.81664 -2.98857 5.28200  0.090
H: 0.94478 0.52963 -4.27941  0.136
H: -4.45841 2.70532 1.32948  0.080
N: 0.44650 0.22553 -1.61143  0.015
H: 5.46908 -3.17638 2.40775  0.095
H: 4.54374 0.73528 0.59937  0.085
C: -4.40758 -3.20338 -1.62583  -0.140
C: 0.39674 -0.36125 -4.00568  0.007
H: 0.31137 -1.08800 -6.00242  0.128
H: -0.71243 2.37608 0.04899  0.013
C: 4.02075 1.52282 0.05387  -0.035
H: 2.22779 5.00128 -3.03312  0.122
H: -0.95908 1.19046 4.39118  0.115
Se: -4.92499 0.68419 -0.65943  0.788
H: 1.44730 -3.25017 -1.88873  0.083
C: -1.68511 2.22791 -4.52640  -0.035
H: 2.25784 -1.76142 -2.40685  0.059
C: -1.43547 2.20116 -3.01111  -0.370
C: -6.44534 -1.42949 -1.87512  -0.090
C: 4.62318 -2.57425 2.72819  0.009
C: 2.68594 -2.36388 -0.39252  -0.289
C: 4.08126 0.30351 -2.15220  -0.033
H: -1.31296 3.15682 -4.95812  0.086
Se: -2.76973 0.36148 0.11471  0.698
N: 0.62118 -1.61394 3.07949  0.040
H: -1.20562 1.39528 -5.03788  0.063
C: -2.30813 3.28886 -2.36776  -0.060
C: -1.29641 -2.43069 2.44525  -0.301
H: 4.99630 -1.63505 3.13551  0.093
C: 1.85562 4.03042 -2.73401  -0.021
N: 2.60785 -1.58390 1.64533  0.052
H: -2.47834 3.02295 5.12966  0.115
H: 4.69421 -0.49742 -1.73482  0.086
H: -3.35964 3.01976 -2.45384  0.069
H: 2.59744 0.09490 -0.62853  0.062
H: 2.46937 0.97147 5.26817  0.088
C: 2.67812 3.13507 -2.07399  -0.011
C: 3.79241 -2.84495 0.28911  0.050
N: -1.85424 0.97241 2.55437  0.018
C: -0.89500 -2.74137 -3.30477  0.013
C: 0.88044 -2.44544 5.41689  0.006
H: -4.24928 3.81256 3.55295  0.122
N: 1.72395 0.55461 2.56808  0.052
Tc: 0.16339 -0.56118 0.32607  1.530
H: 4.10386 -3.10728 3.52524  0.092
C: -3.70417 2.39370 2.03861  -0.092
H: -7.58042 -3.02937 -2.73743  0.123
C: 3.70964 -2.33932 1.57880  -0.234
C: -2.47260 -2.80556 1.61220  -0.045
H: -2.17758 4.23883 -2.88728  0.087
H: -1.35155 -3.67338 -3.00546  0.133
F: -0.74704 -2.07190 -1.01935  -0.071
C: 0.03066 2.43383 -2.67771  -0.143
H: -2.39587 -2.46050 0.58850  -0.008
C: -1.74899 1.55832 3.74501  -0.119
C: 0.88054 1.52847 -1.98402  -0.187
H: -1.71884 -3.47336 4.34321  0.128
H: 3.89398 1.18758 4.26300  0.096
H: -0.08336 4.37899 -3.54531  0.120
C: 0.15359 -2.31337 4.12521  -0.240
H: 1.12303 -1.46857 5.83566  0.086
H: 4.56118 -3.48513 -0.10834  0.131
C: -0.09883 3.03132 0.65923  -0.012
H: 0.51290 3.65109 0.00255  0.095
H: -2.57833 -3.89122 1.61141  0.098

***

2.
ORCA calculation (ωB97M-V/def2-TZVPD) on a molecular structure, C43H51BN8O6SY at a distorted geometry.

Computed properties:
Orbital gap = 6.7 eV
E = -82177.8611 eV
Molar mass = 907.7 g/mol
Net charge = +1
Highest occupied orbital energy = -9.800 eV
E_LUMO = -3.091 eV

Each line ends with the Löwdin charge.
Atoms and positions in Å:
H: 4.21418 4.14649 -4.67858  0.091
N: -3.60342 -1.61054 0.95064  0.052
H: -0.20460 -2.10038 2.24231  0.115
C: -5.23662 -3.16004 2.56801  -0.031
H: -1.34134 -8.67976 0.14088  0.103
H: 3.02805 2.90056 -5.08060  0.092
H: 3.62785 0.64247 1.06433  0.100
C: 0.66264 3.13867 3.87508  -0.129
C: -4.41325 -2.18409 3.11602  -0.003
C: -0.37541 -6.28637 -2.07964  0.006
H: 1.35103 3.50811 6.18044  0.087
H: 1.72015 -2.07878 3.76603  0.120
C: 1.57113 0.70667 -0.73356  -0.190
O: 2.38783 4.75685 3.66528  0.131
C: -4.40945 -2.52764 0.42603  -0.109
H: 1.04604 2.68093 -3.93775  0.112
H: -4.22877 -1.02210 -5.25195  0.070
S: -2.38834 2.53232 -0.80373  0.703
H: 3.14623 0.99599 4.65793  0.083
O: -0.72518 -3.86153 -1.66742  0.078
C: 1.68238 -0.06856 0.53577  -0.198
C: 2.64451 1.38244 -1.27166  0.052
C: -4.34411 -0.71510 -4.21339  -0.021
H: -0.75962 1.40601 -2.89660  0.080
C: -3.07898 -0.82019 -3.43502  -0.284
C: -1.13920 1.30227 2.76876  -0.237
H: -2.37675 -2.74222 -5.41490  0.105
C: -5.24344 -3.32617 1.19845  -0.017
O: 0.44913 -1.68503 -3.47819  -0.020
O: 1.93178 4.11925 5.71916  0.128
C: -1.12718 1.54088 4.14028  -0.008
N: -3.07165 -0.54017 -2.17748  -0.295
N: 0.35808 0.72353 -1.30818  0.024
N: -1.95993 0.29982 2.12838  0.096
C: -3.61659 -1.43899 2.27237  -0.250
H: -0.70069 -2.21710 -5.60800  0.071
H: 5.21260 1.47353 -2.33194  0.080
C: 3.33552 3.61292 -4.30814  -0.063
H: 1.27084 3.52246 1.87050  0.131
N: -3.62236 4.75507 -1.58407  -0.059
H: 3.29654 4.66661 -1.76333  0.094
H: 2.53576 4.34824 -4.17153  0.089
C: 0.22052 1.41843 -2.44055  -0.158
C: -3.54766 3.74081 -0.71089  -0.854
H: -4.29232 5.48167 -1.40745  0.135
H: 0.10185 -6.16516 -3.04678  0.119
C: -1.19125 -7.68797 -0.26924  -0.087
H: -5.12091 -1.32345 -3.73962  0.088
H: 5.55448 -0.13515 1.98531  0.094
C: 2.50263 2.13283 -2.43834  -0.134
C: -2.75353 -0.38192 2.83576  -0.075
H: -4.39060 -2.00277 4.18404  0.119
H: 4.56191 1.14671 -3.94823  0.096
N: 0.61613 -0.79129 0.87545  0.040
H: -5.87688 -4.06400 0.72242  0.119
H: -0.26597 2.60222 5.75790  0.116
C: 4.11341 3.96728 -1.96663  -0.034
H: -1.67225 5.11380 -2.29835  0.077
C: -1.69721 -1.89302 -5.32569  0.005
H: -0.35807 1.92745 0.89499  0.038
H: 5.69521 2.48753 -3.69564  0.092
C: 3.56394 -0.00396 4.82035  -0.031
C: -1.39497 -5.34348 -0.11446  -0.224
C: 2.80415 0.00296 1.34633  0.060
C: -0.58376 -7.54698 -1.51442  -0.085
C: -1.61178 -6.57425 0.45928  0.004
C: 1.71975 4.07860 4.38787  -0.481
C: 5.17050 0.25656 2.93368  -0.058
H: 3.61244 1.32307 -0.79200  0.110
N: -4.47241 3.75656 0.27738  0.094
H: -2.67441 4.10372 -3.33964  0.073
C: 2.85936 -0.70026 2.54150  -0.134
H: 5.48533 -1.97529 4.37199  0.092
C: -1.77580 -1.31388 -3.94935  -0.263
H: 4.40297 0.08622 5.51733  0.095
N: -0.79846 -1.20554 -3.13189  -0.052
C: 1.24688 2.13452 -3.02491  0.025
H: -2.08379 -6.66979 1.43106  0.119
H: 2.79618 -0.62344 5.29359  0.083
H: -4.39723 -2.61243 -0.65410  0.117
H: -1.79487 1.01887 4.81257  0.103
C: 0.67084 -1.50313 2.00750  -0.104
H: 6.00001 0.27257 3.64461  0.093
O: -1.71410 -4.09764 0.37635  0.070
C: -0.79853 -5.20231 -1.34666  -0.219
H: 4.41387 3.51245 -1.01780  0.082
Y: -1.58546 -0.81841 -0.55439  1.435
H: 4.84685 1.29257 2.78367  0.091
H: 4.86689 -2.51780 2.80236  0.097
C: 1.75267 -1.48751 2.85744  0.014
C: 4.59215 -2.03087 3.74301  -0.037
O: -4.12434 -0.15775 -1.54716  -0.201
H: -4.71608 0.31493 -4.18180  0.090
H: -3.00023 5.84361 -3.22918  0.088
H: 3.86277 -2.66515 4.25455  0.081
H: 4.96474 4.53793 -2.35059  0.093
H: -5.28013 4.35220 0.22153  0.105
B: -1.29724 -3.13779 -0.58626  -0.517
C: -0.23175 2.44640 4.68449  -0.013
C: 3.68937 2.90940 -2.99816  -0.557
C: -0.29661 2.04990 1.96306  -0.039
C: 4.04810 -0.61648 3.49388  -0.554
H: -0.26549 -8.43128 -2.05469  0.103
H: 0.33884 -2.36473 -4.14924  0.075
C: 0.60009 2.95139 2.50406  0.017
H: -5.86571 -3.77166 3.20471  0.119
H: -4.55181 2.91894 0.82289  0.088
C: 4.85568 1.94149 -3.25488  -0.037
H: -2.86390 -0.22505 3.90596  0.115
C: -2.68242 4.96325 -2.67446  -0.100
H: -2.00796 -1.14256 -6.05645  0.099